Here is a 2-piece molecular cluster, C18H38O6SSi overall at a distorted geometry from the OMol25 dataset. Energies are from ωB97M-V with the def2-TZVPD basis set.

Values from the calculation:
**Structure (SMILES)**: CC[C@@H](C)[Si@@H](CCCCCCOC(C)=O)CCCS(=O)(=O)O.CC(C)=O
**Orbital gap**: 10.31 eV
**Strongest force on any atom**: 5.55 eV/A
**LUMO energy**: 0.45 eV
**Molecular weight**: 410.65 u

```
64
C18H38O6SSi ωB97M-V with the def2-TZVPD basis set
C 1.1825 -4.1413 -0.7242
C 1.6064 -2.7876 -1.5382
C 2.4897 -1.9130 -0.5243
C 3.9283 -2.6904 -0.4043
Si 2.8263 -0.1135 -1.0822
C 1.3724 1.1014 -0.8209
C 0.0772 0.8229 -1.7237
C -1.2004 1.4506 -0.9221
C -2.5244 0.6825 -1.4088
C -3.6312 1.7351 -1.9084
C -4.4344 2.4346 -0.7074
O -4.7683 1.4941 0.3732
C -6.0198 1.8310 0.9348
C -7.0747 0.6562 1.2202
O -6.3568 3.0100 1.2031
C 4.2671 0.5415 0.0538
C 4.8448 1.9662 -0.4421
C 6.2717 2.1422 0.3177
S 7.2482 3.5856 -0.2984
O 8.5121 3.6653 0.5117
O 6.4510 4.8582 -0.1577
O 7.7373 3.3539 -1.9047
H 1.8303 -5.0242 -1.0309
H 0.0813 -4.3995 -0.8400
H 1.3701 -3.9708 0.4009
H 2.2410 -3.1188 -2.4296
H 0.6255 -2.3098 -1.8560
H 2.0689 -1.9198 0.5512
H 4.2969 -2.7651 0.6669
H 3.8745 -3.6782 -0.9628
H 4.6687 -2.0276 -0.9937
H 3.3860 -0.1091 -2.4462
H 1.7613 2.1521 -1.1062
H 1.1344 1.1478 0.2922
H -0.1718 -0.2772 -1.8654
H 0.0848 1.3428 -2.7351
H -1.0170 1.2810 0.2027
H -1.3233 2.5655 -1.1396
H -2.2528 0.0153 -2.2968
H -2.9606 0.0086 -0.6032
H -4.3561 1.2841 -2.6608
H -3.0674 2.5686 -2.4641
H -5.4020 2.8682 -1.1292
H -3.7569 3.2542 -0.2911
H -6.6519 -0.3393 0.8657
H -8.0958 0.8691 0.7352
H -7.2647 0.5558 2.3432
H 5.0768 -0.2361 0.2355
H 3.7536 0.7565 1.0683
H 4.9776 1.9461 -1.5710
H 4.1803 2.8294 -0.0749
H 6.1455 2.1731 1.4562
H 6.8719 1.1887 0.0848
H 8.7037 3.1535 -1.8500
C -4.9319 -3.6832 2.8791
C -3.9455 -2.5614 2.6878
C -4.0189 -1.4029 3.6471
O -3.1222 -2.5900 1.7936
H -4.7626 -4.4475 2.1181
H -4.7958 -4.1340 3.8644
H -5.9509 -3.3043 2.7744
H -3.8420 -1.7523 4.6666
H -4.9973 -0.9229 3.5760
H -3.2506 -0.6711 3.3897
```


Here is C18H39Al2Br3Cl2FI2KNNaO2PS as an isolated structure at a distorted geometry from the OMol25 dataset. Energies are from ωB97M-V with the def2-TZVPD basis set.

Values from the calculation:
**Charge**: +1
**Orbital gap**: 1.04 eV
**Energy relative to the best compared isomer or geometry (same formula, charge and spin)**: 0.00 kJ/mol
**Strongest force on any atom**: 3.25 eV/A
**LUMO energy**: -5.85 eV
**Molecular weight**: 1064.03 u

```
74
C18H39Al2Br3Cl2FI2KNNaO2PS ωB97M-V with the def2-TZVPD basis set
C 1.2765 -6.6224 -1.0329
C -0.0905 -6.1068 -1.3912
I -1.5056 -7.6188 -1.8030
C -0.4624 -4.8383 -1.4707
I 1.1265 -3.3766 -1.1051
Al -2.3285 -4.1216 -1.9122
Br -2.5775 -3.9015 -4.2837
C -3.8499 -5.1121 -1.0940
C -5.1188 -4.2673 -0.9757
O -6.2412 -5.1651 -1.0980
C -5.1683 -3.5659 0.3894
N -6.0012 -2.3427 0.3416
P -2.4147 -1.9246 -0.9767
S -1.7226 -1.9095 0.8928
H 1.7193 -6.0602 -0.2193
H 1.9107 -6.6339 -1.9171
H 1.2001 -7.6565 -0.7075
H -4.1247 -5.9142 -1.7795
H -3.6176 -5.5994 -0.1456
H -5.1802 -3.5410 -1.7914
H -6.8866 -4.9753 -0.4146
H -4.1565 -3.3552 0.7322
H -5.6075 -4.2597 1.1137
H -6.9683 -2.6559 0.2990
H -5.8352 -1.8306 -0.5192
H -3.7537 -1.4780 -0.9380
H -1.7133 -0.9930 -1.7736
C 2.8587 1.2830 1.0415
C 4.1321 1.4862 0.2263
C 4.8466 0.1547 0.4473
O 3.8457 -0.8349 0.6156
C 2.5641 -0.1913 0.8011
H 2.0395 1.9317 0.7416
H 3.0634 1.4589 2.0985
H 3.8790 1.6123 -0.8324
H 4.7248 2.3459 0.5362
H 5.4625 0.1794 1.3540
H 5.4757 -0.1236 -0.3875
H 1.9738 -0.3363 -0.1082
H 2.0402 -0.6625 1.6295
Na -0.1963 -3.6932 -3.9919
Al -8.4339 -3.2173 1.1898
Cl -5.2444 -2.0066 5.7232
C -3.8514 -2.9389 5.1179
C -4.0607 -3.4086 3.7046
Cl -5.3457 -4.6566 3.5993
H -3.6830 -3.7717 5.7956
H -2.9849 -2.2817 5.1559
H -3.1479 -3.8615 3.3221
H -4.3334 -2.5868 3.0470
C 4.2026 4.9873 -1.9590
C 4.7355 5.6308 -0.6837
C 3.6545 5.8190 0.3789
C 2.5056 6.7440 -0.0188
C 2.9209 8.1583 -0.4137
C 3.5919 8.9254 0.7103
H 3.4494 5.6082 -2.4426
H 5.0118 4.8345 -2.6778
H 3.7555 4.0125 -1.7387
H 5.2128 6.5832 -0.9232
H 5.5236 4.9924 -0.2669
H 4.1213 6.1898 1.2950
H 3.2339 4.8366 0.6316
H 1.8069 6.8043 0.8175
H 1.9454 6.2960 -0.8466
H 2.0275 8.7046 -0.7236
H 3.5842 8.1333 -1.2874
H 2.8833 9.0083 1.6413
H 3.8342 9.9408 0.3930
H 4.5240 8.4472 1.0317
Br 1.1752 9.1702 2.3740
Br -2.7753 -1.1186 -5.3423
F -4.8991 -2.2779 -5.4858
K 6.4860 -0.4212 -1.7775
```


Here is C18H39BBrCl28InNO2 as an isolated structure at a distorted geometry from the OMol25 dataset. Energies are from ωB97M-V with the def2-TZVPD basis set.

Values from the calculation:
**Charge**: -1
**Orbital gap**: 6.39 eV
**Strongest force on any atom**: 1.81 eV/A
**LUMO energy**: 1.73 eV
**Molecular weight**: 1499.73 u

```
91
C18H39BBrCl28InNO2 ωB97M-V with the def2-TZVPD basis set
C -0.9653 2.8110 -1.7990
B -1.8996 1.6293 -2.2624
O -2.6456 1.7710 -3.4284
In -1.9774 -0.2101 -0.9250
Br -0.9335 0.1642 1.4505
N -1.0355 -1.9808 -1.7827
C -1.4809 -3.1528 -0.9981
C 0.3092 -1.7929 -1.8201
C 1.2981 -2.7896 -1.2449
O 0.7998 -0.7842 -2.3747
H -1.1000 3.7704 -2.3121
H -1.0831 2.9777 -0.7273
H 0.0545 2.4515 -1.9509
H -3.1993 2.5540 -3.3814
H -3.6464 -0.6843 -0.6951
H -2.4914 -3.4036 -1.3268
H -0.8752 -4.0418 -1.1669
H -1.5696 -2.9310 0.0699
H 2.2301 -2.2587 -1.0669
H 0.9911 -3.2490 -0.3076
H 1.5250 -3.5956 -1.9470
C 1.8275 2.3610 0.4906
Cl 3.4417 2.3150 1.2282
Cl 1.4188 3.9911 -0.0744
H 1.8058 1.6833 -0.3562
H 1.0957 2.0539 1.2301
C 2.1686 -2.1956 -5.0981
Cl 1.5588 -3.8231 -5.4700
Cl 2.3968 -1.2277 -6.5624
H 1.4531 -1.6946 -4.4504
H 3.1223 -2.2937 -4.5949
C 1.2588 5.0238 3.3119
Cl -0.5052 4.9982 3.2105
Cl 1.8519 4.0481 4.6592
H 1.6585 4.6109 2.3934
H 1.5890 6.0466 3.4433
C 2.4345 0.3385 5.7638
Cl 1.3193 0.5222 4.4187
Cl 2.2432 -1.2185 6.5945
H 3.4486 0.3995 5.3865
H 2.2491 1.1293 6.4816
C -5.9594 -2.4931 1.6272
Cl -4.5126 -3.4855 1.4072
Cl -5.9491 -1.0526 0.6105
H -6.8258 -3.0913 1.3715
H -6.0064 -2.1829 2.6643
C -0.2431 -4.2858 6.2647
Cl -1.5823 -3.3362 6.9307
Cl -0.7209 -5.1528 4.7998
H 0.5706 -3.6121 6.0225
H 0.0745 -5.0072 7.0013
C 3.4354 2.2082 -8.7098
Cl 2.8515 0.5928 -9.1141
Cl 3.6828 3.2074 -10.1506
H 2.7012 2.6903 -8.0759
H 4.3809 2.1111 -8.1906
C 3.8234 -5.8342 -7.7905
Cl 3.1512 -7.2449 -8.6221
Cl 4.6651 -4.7489 -8.9019
H 3.0141 -5.2859 -7.3242
H 4.5294 -6.1788 -7.0449
C 5.6099 5.4636 4.5482
Cl 4.5381 5.7213 3.1681
Cl 5.3442 3.8963 5.3222
H 6.6337 5.5023 4.1969
H 5.4289 6.2430 5.2784
C -3.9688 3.8984 1.6198
Cl -4.6466 2.2866 1.4125
Cl -3.7615 4.7437 0.0758
H -4.6365 4.4810 2.2434
H -2.9955 3.8013 2.0876
C -1.2909 -6.2244 10.0812
Cl -0.2180 -4.9240 9.5604
Cl -0.6499 -7.8213 9.6710
H -1.4090 -6.1649 11.1563
H -2.2455 -6.0966 9.5839
C 2.4133 -1.5396 -12.2829
Cl 3.5384 -2.6123 -11.4469
Cl 2.3363 -1.8735 -14.0208
H 1.4257 -1.6813 -11.8610
H 2.7422 -0.5168 -12.1419
C -2.3634 -0.7925 9.9037
Cl -3.4942 -0.6108 8.5629
Cl -2.5737 -2.3339 10.7487
H -1.3538 -0.7464 9.5122
H -2.5366 0.0083 10.6122
C -5.5459 7.1536 -2.8029
Cl -4.7083 8.5873 -3.4161
Cl -4.6720 5.6652 -3.1614
H -5.6402 7.2438 -1.7271
H -6.5226 7.1016 -3.2682
```


Here is C18H39Cl4O5PSi2V as an isolated structure at a distorted geometry from the OMol25 dataset. Energies are from ωB97M-V with the def2-TZVPD basis set.

Values from the calculation:
**Charge**: +1
**Orbital gap**: 4.25 eV
**Strongest force on any atom**: 3.48 eV/A
**LUMO energy**: -7.69 eV
**Molecular weight**: 615.41 u

```
70
C18H39Cl4O5PSi2V ωB97M-V with the def2-TZVPD basis set
C -4.0142 2.1093 0.2678
C -4.7373 3.4567 0.2710
C -3.8321 4.6834 0.4325
C -2.6718 4.5545 1.4383
C -3.0375 3.9515 2.8009
C -1.9001 3.1873 3.5078
C -1.1344 2.1848 2.6253
C -1.0698 0.7428 3.1865
C -1.0584 -0.2879 2.0364
C 0.0028 -1.3943 2.2108
C -0.4617 -2.7990 1.7505
C 0.6646 -3.5240 0.9898
Si 0.8047 -3.0814 -0.8224
Cl -0.5247 -1.5519 -1.1675
O 2.4052 -2.6449 -1.0521
Si 2.8344 -1.2202 -1.7070
O 3.4145 -0.1577 -0.6353
C 2.5872 1.0310 -0.4113
C 3.0290 1.7408 0.8626
C 2.7434 3.2452 0.7103
P 4.6239 -1.8535 -3.0258
O 4.0685 -1.8201 -4.5710
Cl 6.1100 -0.5211 -2.9039
C 0.4654 -4.6652 -1.8207
Cl 2.0503 -5.5499 -1.8579
C -0.0535 -4.5917 -3.2753
C 0.0717 -3.2650 -3.9981
Cl -1.7410 -5.1928 -3.3070
H -3.7707 1.7823 1.2762
H -4.6937 1.3549 -0.1283
H -3.0845 2.1136 -0.3033
H -5.3692 3.5523 -0.6098
H -5.4230 3.4460 1.1227
H -4.4251 5.5709 0.6508
H -3.3777 4.8551 -0.5482
H -1.8450 4.0507 0.9401
H -2.3263 5.5714 1.6332
H -3.9128 3.3062 2.7741
H -3.2990 4.7851 3.4547
H -2.3817 2.6023 4.2950
H -1.2232 3.8607 4.0317
H -0.1044 2.5370 2.5199
H -1.5536 2.1432 1.6239
H -1.9538 0.5756 3.7980
H -0.1587 0.6702 3.7780
H -2.0300 -0.7801 2.0399
H -0.8773 0.2010 1.0816
H 0.9541 -1.1301 1.7396
H 0.2102 -1.4596 3.2792
H -0.6422 -3.3718 2.6603
H -1.4081 -2.7732 1.2152
H 1.6152 -3.3403 1.4899
H 0.4842 -4.6012 1.0528
H 1.8707 -0.6307 -2.6452
H 1.5506 0.7008 -0.3017
H 2.6536 1.6952 -1.2726
H 4.0891 1.5469 1.0040
H 2.4604 1.3116 1.6855
H 2.4347 3.7040 1.6443
H 1.9066 3.3615 0.0189
H 3.6092 3.7418 0.2817
H 4.3556 -0.9984 -5.0049
H -0.1990 -5.2897 -1.2321
H 0.5040 -5.3239 -3.8503
H -0.0671 -3.4648 -5.0608
H 1.0634 -2.8201 -3.9013
H -0.7263 -2.5766 -3.7415
O 3.7139 -6.0575 -5.4263
V 5.0793 -5.4296 -4.8395
O 6.6581 -5.7596 -4.7604
```


Here is a 2-piece molecular cluster, C18H39N5 overall at a distorted geometry from the OMol25 dataset. Energies are from ωB97M-V with the def2-TZVPD basis set.

Values from the calculation:
**Charge**: +1
**Multiplicity**: 2
**Orbital gap (spin up / spin down)**: 6.14 / 7.04 eV
**Strongest force on any atom**: 2.01 eV/A
**LUMO energy (spin up / spin down)**: -3.01 / -3.01 eV
**Molecular weight**: 325.54 u

```
62
C18H39N5 ωB97M-V with the def2-TZVPD basis set
H 1.2795 -3.0833 2.1795
C 0.4760 -3.0027 1.4095
C 1.0216 -3.5070 0.0508
C 2.2051 -2.7531 -0.4434
C 2.1583 -2.1202 -1.6777
C 3.1818 -1.3436 -2.1680
C 3.4371 -2.7060 0.3870
C -0.7032 -3.8605 1.8605
N -0.2589 -5.2538 1.9374
N 0.0575 -1.6141 1.2695
C -0.3748 -0.9421 2.4806
C -0.6733 0.5265 2.1800
N -1.3387 1.1523 3.3510
H -2.1549 0.5651 3.5763
H -0.6646 1.0567 4.1097
C -1.7897 2.5662 3.2361
C -2.8587 2.6602 2.1458
N -4.1389 3.0931 2.6392
C -5.1311 3.3510 1.6183
C -6.3675 3.9534 2.2728
N -6.5899 3.3228 3.5641
H 1.2635 -4.5708 0.1971
H 0.2011 -3.4467 -0.6806
H 1.2470 -2.2379 -2.2837
H 3.0796 -0.8254 -3.1067
H 4.1035 -1.2308 -1.5983
H 3.3505 -3.3241 1.2911
H 4.3017 -3.0593 -0.1897
H 3.6708 -1.6787 0.7052
H -1.0966 -3.5004 2.8237
H -1.5047 -3.7877 1.1047
H 0.3693 -5.3640 2.7341
H -1.0541 -5.8710 2.0970
H 0.7697 -1.0676 0.7801
H -1.2811 -1.4364 2.8803
H 0.3853 -0.9999 3.2992
H 0.2481 1.0963 1.9908
H -1.3402 0.6369 1.3223
H -2.1573 2.8575 4.2212
H -0.9076 3.1642 2.9939
H -2.4592 3.3053 1.3344
H -3.0293 1.6788 1.6771
H -4.0912 3.8517 3.3195
H -4.7642 4.0094 0.8138
H -5.3948 2.3819 1.1738
H -6.1815 5.0184 2.4667
H -7.2234 3.8701 1.5871
H -7.5497 3.4315 3.8759
H -6.3382 2.3406 3.5224
C 4.9723 -0.0600 -6.1867
C 3.7284 0.6307 -5.6715
C 2.7326 -0.1243 -5.1378
C 3.6046 2.0670 -5.7578
C 4.5311 2.8752 -6.3211
H 5.8056 0.6411 -6.2753
H 5.2651 -0.8664 -5.4979
H 4.8094 -0.5257 -7.1692
H 1.8291 0.3461 -4.7598
H 2.8064 -1.2077 -5.1253
H 2.6809 2.4930 -5.3332
H 4.4220 3.9580 -6.2924
H 5.4226 2.4699 -6.8036
```


Here is C18H40CrN5P3S as an isolated structure at a distorted geometry from the OMol25 dataset. Energies are from ωB97M-V with the def2-TZVPD basis set.

Values from the calculation:
**Charge**: +3
**Multiplicity**: 4
**Orbital gap (spin up / spin down)**: 6.74 / 4.09 eV
**Strongest force on any atom**: 2.93 eV/A
**LUMO energy (spin up / spin down)**: -9.81 / -12.41 eV
**Molecular weight**: 503.54 u

```
68
C18H40CrN5P3S ωB97M-V with the def2-TZVPD basis set
Cr -0.5232 0.1413 0.0709
P 1.7780 1.0526 1.5241
P -2.1151 1.9797 0.9150
P 0.5639 1.6073 -1.6458
H 1.6141 -4.1433 1.2923
C 2.4743 -3.8131 0.6872
C 3.3308 -2.8647 1.1265
H 3.3282 -2.4878 2.1611
C 2.2554 0.0861 3.0104
C 1.7011 2.7209 2.3462
C 3.4563 1.1854 0.7634
C -3.6848 1.2580 0.4207
C -2.1326 2.2823 2.6633
C -2.0968 3.6488 0.2015
C 1.9828 0.7111 -2.2903
C 1.1729 3.2406 -1.1163
C -0.5737 2.0002 -3.0067
H 2.5990 -4.2950 -0.2953
H 4.1219 -2.4965 0.4782
H 2.1479 -0.9855 2.8035
H 1.6140 0.3477 3.8606
H 3.2968 0.3049 3.2797
H 0.8330 2.7691 3.0203
H 1.6204 3.5222 1.5980
H 2.6223 2.8571 2.9398
H 3.6317 0.2946 0.1485
H 4.1991 1.2142 1.5768
H 3.5563 2.0873 0.1463
H -4.4435 2.0370 0.5906
H -3.8803 0.3837 1.0573
H -3.6490 0.9318 -0.6312
H -2.7885 3.1492 2.7974
H -1.1332 2.4955 3.0544
H -2.5502 1.4203 3.1896
H -2.9705 4.1388 0.6407
H -2.1766 3.6221 -0.8893
H -1.1751 4.1723 0.4767
H 1.7584 0.5791 -3.3562
H 2.0911 -0.2695 -1.7930
H 2.8828 1.3254 -2.1508
H 1.3560 3.7850 -2.0534
H 2.0964 3.1552 -0.5331
H 0.4175 3.7783 -0.5305
H -0.3484 1.2922 -3.8129
H -0.3728 3.0264 -3.3507
H -1.6347 1.8997 -2.7017
C -0.7185 -2.5861 -2.6192
C -1.7741 -2.2313 -3.4913
C -1.8660 -2.7583 -4.7797
C -0.9046 -3.6768 -5.2273
C 0.1645 -4.0380 -4.3915
C 0.2434 -3.5005 -3.1181
S -0.6786 -2.1776 -0.9674
H -1.1009 1.7179 -0.3567
H -2.5148 -1.5420 -3.1134
H -2.6597 -2.4681 -5.4813
H -1.0188 -4.1268 -6.2189
H 0.9242 -4.7450 -4.7237
H 1.0443 -3.7782 -2.4488
N -2.7737 -3.4941 3.4374
N -1.8612 -2.5212 3.0464
N -1.3304 -1.6964 4.0061
C -0.8729 -0.7157 3.2427
N -1.1113 -0.8623 1.9237
N -1.8366 -2.0134 1.8106
H -2.7503 -4.2358 2.7499
H -2.5296 -3.8037 4.3811
H -0.3281 0.1056 3.6555
```


What did the fourth record say?
Here is C18H39Cl4O5PSi2V as an isolated structure at a distorted geometry from the OMol25 dataset. Energies are from ωB97M-V with the def2-TZVPD basis set.

Values from the calculation:
**Charge**: +1
**Orbital gap**: 4.25 eV
**Strongest force on any atom**: 3.48 eV/A
**LUMO energy**: -7.69 eV
**Molecular weight**: 615.41 u

```
70
C18H39Cl4O5PSi2V ωB97M-V with the def2-TZVPD basis set
C -4.0142 2.1093 0.2678
C -4.7373 3.4567 0.2710
C -3.8321 4.6834 0.4325
C -2.6718 4.5545 1.4383
C -3.0375 3.9515 2.8009
C -1.9001 3.1873 3.5078
C -1.1344 2.1848 2.6253
C -1.0698 0.7428 3.1865
C -1.0584 -0.2879 2.0364
C 0.0028 -1.3943 2.2108
C -0.4617 -2.7990 1.7505
C 0.6646 -3.5240 0.9898
Si 0.8047 -3.0814 -0.8224
Cl -0.5247 -1.5519 -1.1675
O 2.4052 -2.6449 -1.0521
Si 2.8344 -1.2202 -1.7070
O 3.4145 -0.1577 -0.6353
C 2.5872 1.0310 -0.4113
C 3.0290 1.7408 0.8626
C 2.7434 3.2452 0.7103
P 4.6239 -1.8535 -3.0258
O 4.0685 -1.8201 -4.5710
Cl 6.1100 -0.5211 -2.9039
C 0.4654 -4.6652 -1.8207
Cl 2.0503 -5.5499 -1.8579
C -0.0535 -4.5917 -3.2753
C 0.0717 -3.2650 -3.9981
Cl -1.7410 -5.1928 -3.3070
H -3.7707 1.7823 1.2762
H -4.6937 1.3549 -0.1283
H -3.0845 2.1136 -0.3033
H -5.3692 3.5523 -0.6098
H -5.4230 3.4460 1.1227
H -4.4251 5.5709 0.6508
H -3.3777 4.8551 -0.5482
H -1.8450 4.0507 0.9401
H -2.3263 5.5714 1.6332
H -3.9128 3.3062 2.7741
H -3.2990 4.7851 3.4547
H -2.3817 2.6023 4.2950
H -1.2232 3.8607 4.0317
H -0.1044 2.5370 2.5199
H -1.5536 2.1432 1.6239
H -1.9538 0.5756 3.7980
H -0.1587 0.6702 3.7780
H -2.0300 -0.7801 2.0399
H -0.8773 0.2010 1.0816
H 0.9541 -1.1301 1.7396
H 0.2102 -1.4596 3.2792
H -0.6422 -3.3718 2.6603
H -1.4081 -2.7732 1.2152
H 1.6152 -3.3403 1.4899
H 0.4842 -4.6012 1.0528
H 1.8707 -0.6307 -2.6452
H 1.5506 0.7008 -0.3017
H 2.6536 1.6952 -1.2726
H 4.0891 1.5469 1.0040
H 2.4604 1.3116 1.6855
H 2.4347 3.7040 1.6443
H 1.9066 3.3615 0.0189
H 3.6092 3.7418 0.2817
H 4.3556 -0.9984 -5.0049
H -0.1990 -5.2897 -1.2321
H 0.5040 -5.3239 -3.8503
H -0.0671 -3.4648 -5.0608
H 1.0634 -2.8201 -3.9013
H -0.7263 -2.5766 -3.7415
O 3.7139 -6.0575 -5.4263
V 5.0793 -5.4296 -4.8395
O 6.6581 -5.7596 -4.7604
```


Look up the molecular weight of the second one. 1064.03 u